Below is C58H75BrN3O2SbTi as an isolated structure in a non-equilibrium geometry, with properties calculated with ωB97M-V/def2-TZVPD.

The LUMO energy is 0.05 eV. The value obtained for the total energy is -169628.31765 eV. Its energy above the lowest of the compared OMol25 structures with the same formula, charge and spin is 75.9 kJ/mol. Its HOMO energy is -7.81 eV. The value obtained for the largest force on an atom is 1.2 eV/A. The frontier orbital gap comes out at 7.861 eV.

Structure (XYZ):
```
141
Properties=species:S:1:pos:R:3:forces:R:3
Ti 0.11592 0.29334 0.14765 0.4 -0.8 0.4
C -3.77900 -1.62311 -0.38205 0.0 0.0 0.0
N -3.44838 -0.24228 -0.07104 0.0 0.0 0.0
C -4.41486 0.63039 -0.70882 0.0 0.0 0.0
C -3.41441 0.00365 1.36056 -0.1 0.0 0.0
C -2.30338 -0.69941 2.12993 0.0 0.0 0.0
N -0.95555 -0.06477 2.14409 -0.1 0.0 -0.1
C -1.05441 1.15097 2.98270 0.1 0.0 0.0
C 0.24080 1.81353 3.36981 0.0 0.0 0.1
C 0.33677 2.39438 4.63205 0.0 0.0 0.0
C 1.47511 3.07434 5.02420 0.1 0.0 0.0
C 2.52690 3.14529 4.10637 0.0 0.0 0.0
C 2.49124 2.56973 2.84482 0.0 0.0 0.0
C 1.30823 1.89277 2.48400 0.0 0.0 -0.1
O 1.19628 1.30110 1.28380 -0.3 -0.3 -0.3
C 3.68798 2.64319 1.89395 0.0 0.0 0.0
C 4.22845 1.22443 1.66166 0.0 0.0 0.0
C 4.82440 3.48625 2.47915 0.0 0.0 0.0
C 3.28701 3.28435 0.55556 0.0 0.0 0.0
C 1.63124 3.72280 6.39842 0.0 0.0 0.0
C 1.90521 5.22376 6.22952 0.0 0.0 0.0
C 2.80836 3.07303 7.13906 0.0 0.0 0.0
C 0.37665 3.55919 7.25622 0.0 0.0 0.0
C -0.00686 -1.02384 2.76672 -0.3 -0.1 -0.1
C 0.12517 -2.35888 2.05560 0.0 0.1 0.0
C 0.54952 -3.42404 2.83739 0.0 0.0 0.0
C 0.74818 -4.68254 2.29475 0.0 0.0 0.0
C 0.49666 -4.82105 0.93534 0.0 0.0 0.0
C 0.07156 -3.79377 0.09737 0.0 0.0 0.0
C -0.12041 -2.52605 0.68169 -0.1 0.0 0.1
O -0.57544 -1.46672 -0.02458 0.4 0.5 -0.1
C -0.12714 -4.17654 -1.38190 0.0 0.0 0.0
C -1.14458 -5.32454 -1.46046 0.0 0.0 0.0
C -0.62068 -3.05909 -2.30062 0.0 0.0 0.0
C 1.22272 -4.64371 -1.95359 0.0 0.0 0.0
C 1.23803 -5.87993 3.10570 0.0 0.0 0.0
C 1.38690 -5.54414 4.58988 0.0 0.0 0.0
C 2.60725 -6.32193 2.56955 0.0 0.0 0.0
C 0.24374 -7.04168 2.97611 0.0 0.0 0.0
H -4.75388 -1.91531 0.04675 0.0 0.0 0.0
H -3.01150 -2.30264 -0.02298 0.1 0.0 0.0
H -3.83346 -1.73884 -1.46497 0.0 0.0 0.0
H -5.44845 0.42909 -0.37655 0.0 0.0 0.0
H -4.37615 0.49128 -1.79043 0.0 0.0 0.0
H -4.19164 1.67545 -0.49010 0.0 0.0 0.0
H -4.36308 -0.33117 1.82395 0.0 0.0 0.0
H -3.37092 1.08249 1.52720 0.0 0.0 0.0
H -2.20188 -1.71775 1.77103 0.1 0.0 0.0
H -2.62140 -0.77409 3.17863 0.0 0.0 0.0
H -1.58083 0.88583 3.90918 0.0 0.0 0.0
H -1.68945 1.86065 2.44868 0.0 0.0 0.0
H -0.50773 2.29792 5.30361 0.0 0.0 0.0
H 3.42305 3.66992 4.40468 0.0 0.0 0.0
H 4.53479 0.77700 2.61051 0.0 0.0 0.0
H 5.10228 1.26293 1.00628 0.0 0.0 0.0
H 3.48974 0.58242 1.18725 0.0 0.0 0.0
H 5.22438 3.05197 3.39778 0.0 0.0 0.0
H 4.50836 4.51133 2.68683 0.0 0.0 0.0
H 5.63869 3.53017 1.75423 0.0 0.0 0.0
H 2.53905 2.69355 0.03300 0.0 0.0 0.0
H 4.16774 3.36205 -0.08674 0.0 0.0 0.0
H 2.89535 4.29263 0.71662 0.0 0.0 0.0
H 2.82654 5.40387 5.67441 0.0 0.0 0.0
H 2.00393 5.70247 7.20661 0.0 0.0 0.0
H 1.08785 5.70719 5.69099 0.0 0.0 0.0
H 3.74439 3.20182 6.59433 0.0 0.0 0.0
H 2.63932 2.00233 7.26822 0.0 0.0 0.0
H 2.92965 3.52363 8.12693 0.0 0.0 0.0
H -0.49538 4.01740 6.78514 0.0 0.0 0.0
H 0.52853 4.04610 8.22104 0.0 0.0 0.0
H 0.15347 2.50747 7.44682 0.0 0.0 0.0
H -0.34433 -1.21682 3.79399 0.0 0.0 0.0
H 0.96478 -0.53486 2.83940 0.0 0.0 0.0
H 0.72295 -3.24358 3.89127 0.0 0.0 0.0
H 0.64263 -5.79777 0.49107 0.0 0.0 0.0
H -2.09416 -5.03229 -1.00579 0.0 0.0 0.0
H -0.79214 -6.22432 -0.95341 0.0 0.0 0.0
H -1.33289 -5.58231 -2.50560 0.0 0.0 0.0
H -1.59098 -2.66690 -2.00737 -0.1 0.0 0.1
H -0.71064 -3.47031 -3.31283 0.0 0.0 0.0
H 0.08599 -2.23067 -2.32750 0.0 0.0 0.0
H 1.64060 -5.48673 -1.40250 0.0 0.0 0.0
H 1.94380 -3.82485 -1.92852 0.0 0.0 0.0
H 1.09228 -4.95465 -2.99338 0.0 0.0 0.0
H 2.13615 -4.76728 4.75421 0.0 0.0 0.0
H 1.70783 -6.43388 5.13477 0.0 0.0 0.0
H 0.44185 -5.20936 5.02251 0.0 0.0 0.0
H 3.33164 -5.50910 2.64498 0.0 0.0 0.0
H 2.54537 -6.61892 1.52151 0.0 0.0 0.0
H 2.98325 -7.17426 3.14090 0.0 0.0 0.0
H -0.74200 -6.75023 3.34398 0.0 0.0 0.0
H 0.58884 -7.89868 3.55927 0.0 0.0 0.0
H 0.13325 -7.36699 1.94111 0.0 0.0 0.0
C -2.27244 5.44429 -0.38827 0.0 0.0 0.0
C -1.52692 4.17616 -0.69638 -0.1 0.1 0.1
C -0.44328 4.15189 -1.57414 0.0 0.2 -0.1
C 0.24959 2.99406 -1.80534 0.3 -0.8 -0.4
C -0.14608 1.81283 -1.16492 -0.8 0.8 0.4
Br 2.17508 -0.54653 -1.02784 -0.2 0.1 0.0
N -1.18252 1.85592 -0.32356 0.8 0.4 -0.1
C -1.84740 2.99462 -0.07065 -0.3 -0.4 0.1
H -2.03690 6.21863 -1.11696 0.0 0.0 0.0
H -2.00683 5.82163 0.60084 0.0 0.0 0.0
H -3.35100 5.28266 -0.40210 0.0 0.0 0.0
H -0.12810 5.06873 -2.05970 0.0 0.0 0.0
H 1.11097 2.99807 -2.45895 0.0 0.0 0.0
H -2.64666 2.94253 0.66116 0.0 0.1 0.0
C -3.51652 -1.83336 -8.21765 0.0 0.0 0.0
C -3.26964 -2.65494 -7.12858 0.0 0.0 0.0
C -2.69576 -2.12800 -5.97879 0.0 0.0 0.0
C -2.34639 -0.78109 -5.90609 -0.1 0.1 -0.1
C -2.60124 0.03488 -7.00734 0.0 -0.1 0.0
C -3.18443 -0.48712 -8.15422 0.0 0.0 0.0
Sb -1.45548 -0.06566 -4.09343 0.0 0.0 0.2
C 0.56271 -0.32812 -4.74857 0.0 0.0 0.0
C 0.91565 -1.55147 -5.31277 0.0 0.0 0.0
C 2.23824 -1.83485 -5.62283 0.0 0.0 0.0
C 3.22698 -0.89332 -5.37361 0.0 0.0 0.0
C 2.88604 0.32867 -4.81437 0.0 0.0 0.0
C 1.56302 0.60510 -4.49956 0.0 0.0 0.0
C -1.69497 2.03306 -4.45069 -0.1 0.0 -0.1
C -2.71633 2.66033 -3.73852 0.0 0.0 0.0
C -2.97943 4.01312 -3.90561 0.0 0.0 0.0
C -2.20374 4.76492 -4.77583 0.0 0.0 0.0
C -1.17912 4.15459 -5.48884 0.0 0.0 0.0
C -0.93445 2.79599 -5.33518 0.0 0.0 0.0
H -3.97143 -2.23940 -9.11215 0.0 0.0 0.0
H -3.52873 -3.70554 -7.17004 0.0 0.0 0.0
H -2.52457 -2.78138 -5.12821 0.0 0.0 0.0
H -2.34021 1.08587 -6.97538 0.0 0.0 0.0
H -3.37684 0.15877 -9.00205 0.0 0.0 0.0
H 0.15664 -2.29877 -5.51907 0.0 0.0 0.0
H 2.49577 -2.79298 -6.05675 0.0 0.0 0.0
H 4.26004 -1.11315 -5.61081 0.0 0.0 0.0
H 3.65341 1.06381 -4.60568 0.0 0.0 0.0
H 1.31780 1.55591 -4.04541 0.0 0.0 0.0
H -3.31351 2.08681 -3.03578 0.0 0.0 0.0
H -3.78486 4.48105 -3.35154 0.0 0.0 0.0
H -2.39876 5.82260 -4.90391 0.0 0.0 0.0
H -0.57683 4.73535 -6.17668 0.0 0.0 0.0
H -0.14109 2.33002 -5.90881 0.0 0.0 0.0
```
Positions in Å, forces in eV/Å.

Atomic partial charges in e from the Löwdin method, atoms 1 to 8:
1 Ti 0.777
2 C -0.092
3 N -0.256
4 C -0.109
5 C -0.187
6 C -0.135
7 N -0.197
8 C -0.112